Record 1
Computed, not measured: 2 unconnected molecules or ions with the total composition C18H30N4O at a distorted geometry, with ωB97M-V/def2-TZVPD.

The geometry in XYZ format:
```
53
Properties=species:S:1:pos:R:3:forces:R:3
C -6.019162 -0.119616 -3.345721 0.244 -0.354 0.369
C -5.267189 0.078334 -2.005709 -0.122 1.040 -0.458
C -3.798247 0.549984 -2.199770 -0.851 -0.658 -0.520
C -2.761952 -0.589932 -2.232364 0.563 0.611 0.943
N -1.998220 -0.725730 -0.947204 -0.121 -0.154 -0.736
C -0.601432 -0.883255 -1.191638 -0.874 -0.017 0.470
C 0.169331 0.223378 -1.357696 0.837 1.477 -0.453
C -0.355627 1.648037 -1.260764 0.011 -0.501 1.269
C -0.143000 2.128248 0.225234 -0.305 -0.646 -0.815
N -0.958746 1.285299 1.099646 0.588 0.149 -0.013
C 1.575343 0.112267 -1.609147 -1.342 -0.344 0.290
C 2.109401 -1.124811 -1.669146 1.486 0.318 -0.263
C 1.341398 -2.287544 -1.495448 0.746 -0.527 -0.063
N 1.979115 -3.493686 -1.547243 -0.534 -0.128 0.128
C 1.188215 -4.519902 -1.370910 0.272 0.012 -0.107
C -0.206846 -4.392120 -1.174594 -0.726 -0.767 0.158
N -0.861631 -3.260265 -1.109337 1.274 -0.227 -0.164
C -0.030385 -2.188364 -1.264124 -0.912 0.897 0.168
H -7.097650 0.033441 -3.224411 0.166 -0.279 0.024
H -5.828775 -1.133164 -3.719573 -0.176 0.244 -0.195
H -5.690191 0.607008 -4.097297 0.047 -0.143 0.143
H -5.789821 0.901431 -1.498048 0.067 -0.354 0.202
H -5.322877 -0.819082 -1.379548 -0.031 0.178 -0.045
H -3.591185 1.321041 -1.452958 0.409 -0.338 0.004
H -3.764146 1.039254 -3.184867 0.025 0.083 0.272
H -3.209559 -1.569726 -2.446908 -0.049 0.320 -0.407
H -2.008913 -0.320393 -2.980455 -0.235 -0.397 -0.110
H -2.339223 -1.532495 -0.438663 0.083 0.019 -0.075
H -1.431160 1.667602 -1.440306 0.182 0.218 -0.327
H 0.213040 2.271380 -1.958250 -0.342 0.088 0.071
H -0.397140 3.193943 0.322040 0.360 -0.078 -0.108
H 0.910198 1.932134 0.460091 -0.158 0.401 0.169
H -1.926489 1.575500 1.080335 0.023 -0.115 0.206
H -0.585107 1.276742 2.039631 -0.269 0.163 0.038
H 2.183372 1.005095 -1.718069 -0.084 -0.104 -0.048
H 3.178401 -1.199462 -1.859846 -0.187 -0.420 0.070
H 1.630574 -5.515131 -1.385274 -0.056 0.154 -0.019
H -0.787715 -5.310972 -1.069047 0.064 0.196 0.005
C 3.784682 -0.618503 3.205362 0.081 0.084 0.186
C 3.365481 0.666321 2.511762 0.026 -0.131 -0.076
O 2.587735 1.525957 3.327229 -0.225 0.057 -0.083
C 3.214047 2.003628 4.503573 0.075 0.085 0.084
C 4.457346 2.836223 4.238701 0.094 -0.121 -0.137
H 2.917068 -1.123464 3.632788 -0.020 -0.012 -0.081
H 4.272226 -1.289543 2.497336 -0.032 0.009 -0.016
H 4.486487 -0.426441 4.019307 0.046 -0.030 -0.045
H 2.737118 0.417110 1.654562 -0.093 0.098 0.050
H 4.237007 1.200045 2.115955 0.044 -0.030 0.043
H 3.438327 1.173320 5.182332 0.065 -0.002 -0.011
H 2.471274 2.624335 5.006422 -0.094 -0.058 -0.099
H 5.262664 2.234193 3.814113 0.028 0.009 0.064
H 4.824282 3.275227 5.167244 -0.027 0.002 -0.003
H 4.238256 3.637122 3.530671 -0.040 0.025 0.058
```
Positions in Å, forces in eV/Å.

* relative energy (zero: lowest compared OMol25 entry of this formula, charge and spin): 219.7 kJ/mol
* HOMO-LUMO gap: 0.2964 hartree
* SMILES string: CCCCNc1c(CCN)ccc2nccnc12.CCOCC
* total charge: 0
* spin multiplicity: 1
* lowest unoccupied orbital energy: 0.002 hartree
* HOMO energy: -8.02 eV

Record 2
Computed, not measured: a single O3S molecule at a distorted geometry, with ωB97M-V/def2-TZVPD.

The geometry in XYZ format:
```
4
Properties=species:S:1:pos:R:3:forces:R:3
O 0.013412 1.315806 -0.018287 -0.217 2.102 0.220
S -0.006255 -0.079508 0.032691 0.339 -3.739 -1.075
O -1.436562 -0.679929 -0.020702 6.060 0.955 0.413
O 1.439880 -0.662156 -0.026410 -6.182 0.682 0.442
```
Positions in Å, forces in eV/Å.

* relative energy (zero: lowest compared OMol25 entry of this formula, charge and spin): 110.7 kJ/mol
* HOMO-LUMO gap: 0.3832 hartree
* SMILES string: O=S(=O)=O
* total charge: 0
* spin multiplicity: 1
* lowest unoccupied orbital energy: -0.073 hartree
* HOMO energy: -12.42 eV

Record 3
Computed, not measured: a single C3H5NO2 molecule at a distorted geometry, with ωB97M-V/def2-TZVPD.

The geometry in XYZ format:
```
11
Properties=species:S:1:pos:R:3:forces:R:3
C 0.980301 0.773956 -0.139802 0.289 -0.675 0.311
C 0.604000 -0.717936 0.320217 0.112 0.375 -0.077
O 1.367351 -1.431377 0.908218 -0.600 0.866 -0.698
N -0.768450 -1.276939 -0.046501 1.017 0.588 0.214
C -1.624636 -0.158303 0.109527 -0.132 0.692 -0.283
O -1.583711 0.789802 -0.629822 -1.196 -0.366 -0.030
H 1.273114 0.733153 -1.197830 0.098 -0.234 0.261
H 1.832730 1.046880 0.472549 0.322 -0.172 -0.105
H 0.285962 1.630963 -0.102356 0.012 -1.033 0.332
H -0.724720 -1.481336 -1.049734 0.146 0.047 0.157
H -2.218559 -0.157515 1.035004 -0.068 -0.087 -0.083
```
Positions in Å, forces in eV/Å.

* relative energy (zero: lowest compared OMol25 entry of this formula, charge and spin): 176.3 kJ/mol
* HOMO-LUMO gap: 0.3969 hartree
* SMILES string: CC(=O)NC=O
* total charge: 0
* spin multiplicity: 1
* lowest unoccupied orbital energy: 0.009 hartree
* HOMO energy: -10.54 eV

Record 4
Computed, not measured: a molecular structure, C5H6O2, with ωB97M-V/def2-TZVPD.

The geometry in XYZ format:
```
13
Properties=species:S:1:pos:R:3:forces:R:3
O 1.650813 0.747692 0.111692 -0.051 0.019 0.228
C 0.562656 0.944020 -0.742313 -0.126 0.143 -0.203
C -0.391799 -0.271950 -0.875102 0.045 -0.101 -0.147
C 0.083033 -1.551366 -0.566561 -0.057 -0.025 0.002
O 0.065522 -1.651411 0.733937 0.031 0.029 -0.128
C -0.697508 -0.448953 0.972185 -0.127 0.183 0.488
C -1.120572 0.105837 2.012845 0.071 -0.094 -0.334
H 1.309459 0.730761 1.018064 0.094 -0.017 -0.060
H -0.052554 1.805725 -0.444666 0.084 -0.130 -0.027
H 0.987160 1.147417 -1.731178 -0.084 -0.046 0.132
H -1.012894 -0.168223 -1.769874 0.066 0.006 0.159
H 0.355652 -2.437254 -1.133791 -0.045 0.121 0.036
H -1.631859 0.989613 2.348529 0.097 -0.089 -0.146
```
Positions in Å, forces in eV/Å.

* relative energy (zero: lowest compared OMol25 entry of this formula, charge and spin): 620.0 kJ/mol
* HOMO-LUMO gap (spin up / spin down): 0.2581 / 0.2579 hartree
* total charge: 0
* spin multiplicity: 1
* lowest unoccupied orbital energy (spin up / spin down): -0.025 / -0.025 hartree
* HOMO energy (spin up / spin down): -7.70 / -7.69 eV

Record 5
Computed, not measured: a molecular structure, C30H45N4OS5SbSiW at a distorted geometry, with ωB97M-V/def2-TZVPD.

The geometry in XYZ format:
```
88
Properties=species:S:1:pos:R:3:forces:R:3
W 1.847610 0.090298 0.470465 -0.078 1.006 0.930
C -0.140318 0.162260 3.119456 -0.087 -0.137 0.082
C -0.387563 1.475314 2.421352 -0.137 0.124 -0.092
N 0.793277 1.941510 1.676338 0.061 -0.047 -0.292
C 1.634783 2.875305 2.455737 -0.066 0.010 0.110
C 2.345321 2.135361 3.574821 -0.013 0.109 0.076
S 3.076587 0.665018 2.834585 0.114 -0.160 -0.231
C 2.578072 -0.720048 3.883914 -0.007 -0.023 0.091
C 1.546923 -1.598279 3.187631 -0.042 -0.031 0.012
N 0.695332 -0.765828 2.303333 0.055 -0.143 -0.240
H 0.351464 0.310727 4.074940 0.027 -0.004 0.009
H -1.096411 -0.323528 3.332430 0.000 0.030 -0.014
H -1.194528 1.365235 1.709572 0.043 0.026 0.055
H -0.711205 2.226860 3.147035 0.032 -0.026 0.001
H 0.434063 2.460109 0.874018 0.047 0.021 0.023
H 2.365424 3.332515 1.791863 -0.024 -0.051 -0.041
H 1.011977 3.677549 2.860320 0.026 -0.024 -0.009
H 3.174645 2.732030 3.955951 -0.038 0.015 0.009
H 1.694983 1.880139 4.409188 -0.030 -0.012 -0.027
H 3.478394 -1.291025 4.104511 -0.029 0.002 -0.016
H 2.226460 -0.302939 4.825940 -0.010 -0.001 0.003
H 2.056231 -2.337271 2.573802 -0.042 0.064 0.017
H 0.931323 -2.125107 3.923192 0.002 0.052 -0.016
H 0.046864 -1.379883 1.816063 0.087 0.037 0.048
C 0.192905 -3.350969 0.818239 -0.006 -0.018 -0.121
N 1.160411 -2.648284 -0.047751 0.018 -0.266 0.055
C 2.291613 -3.592535 -0.202734 -0.099 0.031 -0.035
C 0.502871 -2.459385 -1.348559 -0.038 0.079 0.130
C 1.383514 -1.754645 -2.345405 0.124 -0.001 -0.014
N 2.059008 -0.468168 -1.909355 -0.091 -0.136 -0.148
C 1.467596 0.642493 -2.706913 0.080 0.038 0.050
C 3.456218 -0.565916 -2.410136 -0.077 0.043 0.022
H -0.127052 -4.285242 0.344339 -0.013 0.005 0.004
H -0.699630 -2.748271 0.965058 0.022 -0.045 0.024
H 0.635643 -3.610469 1.776897 0.003 0.010 -0.010
H 1.923621 -4.523857 -0.645374 0.027 -0.023 0.013
H 2.722869 -3.817679 0.770468 0.024 0.010 0.003
H 3.073674 -3.186432 -0.832566 0.016 0.014 -0.027
H -0.438091 -1.935419 -1.197548 0.155 -0.070 0.011
H 0.243051 -3.438423 -1.774804 0.023 0.032 -0.039
H 0.791011 -1.544685 -3.237207 -0.021 -0.064 0.049
H 2.181681 -2.427806 -2.653375 -0.064 -0.045 0.022
H 1.388084 0.325861 -3.747990 0.014 0.068 0.017
H 2.119152 1.510303 -2.656370 -0.039 -0.001 -0.003
H 0.486863 0.908583 -2.335722 0.128 -0.065 -0.056
H 3.430370 -0.814707 -3.472779 0.033 0.024 -0.012
H 4.010065 -1.328348 -1.872912 0.005 -0.037 -0.006
H 3.953530 0.389843 -2.291287 0.041 -0.016 0.001
S 5.939891 2.115998 2.161517 -0.084 0.102 0.123
Sb 5.360923 0.937766 0.400890 0.186 -0.155 -0.001
S 2.975626 1.902053 -0.239171 -0.125 -0.190 -0.057
S 3.771899 -1.155349 0.741457 0.075 0.003 -0.248
S 6.562405 0.437717 -1.360839 -0.072 -0.097 -0.146
O 0.075659 0.159345 -0.180393 -0.286 -0.205 -0.264
Si -1.570751 0.416172 -0.743307 0.385 -0.053 0.051
C -2.039661 -0.483708 -2.312310 -0.021 -0.029 -0.101
C -1.604443 -0.016833 -3.563387 -0.087 0.116 0.004
C -2.032286 -0.593505 -4.746746 -0.031 -0.049 0.005
C -2.929913 -1.652675 -4.718491 0.034 0.020 -0.025
C -3.413026 -2.104244 -3.502626 0.008 -0.003 0.081
C -2.978681 -1.523813 -2.317427 0.086 -0.041 -0.091
C -2.707589 -0.107356 0.648755 -0.123 0.011 0.086
C -3.466141 0.846573 1.340794 0.018 0.030 0.004
C -4.335640 0.485715 2.360213 0.048 -0.009 -0.015
C -4.465591 -0.846271 2.723809 -0.018 -0.028 0.043
C -3.738359 -1.816244 2.049379 0.014 0.046 -0.014
C -2.882646 -1.446202 1.021071 -0.007 -0.032 -0.047
C -1.656831 2.237267 -1.088469 -0.061 0.112 0.020
C -0.558643 3.092799 -1.207391 0.056 0.038 -0.008
C -0.714213 4.436259 -1.527442 -0.047 -0.055 0.011
C -1.984523 4.946202 -1.744433 0.006 0.020 -0.009
C -3.089410 4.109163 -1.662879 -0.017 0.007 -0.004
C -2.927868 2.770047 -1.345522 0.049 0.051 0.015
H -0.963539 0.850970 -3.636288 -0.050 0.015 0.021
H -1.686884 -0.200755 -5.693376 0.009 0.014 -0.018
H -3.271619 -2.101014 -5.641099 -0.009 -0.008 -0.020
H -4.144181 -2.900378 -3.470631 -0.012 -0.014 0.000
H -3.411842 -1.883824 -1.398214 -0.016 -0.010 0.124
H -3.378655 1.896682 1.085592 -0.008 -0.009 -0.007
H -4.915016 1.244838 2.867180 -0.019 0.024 0.007
H -5.144629 -1.129685 3.516351 -0.012 -0.006 0.010
H -3.856817 -2.860452 2.305097 -0.011 -0.029 0.002
H -2.392263 -2.235902 0.466671 -0.011 0.033 -0.027
H 0.451638 2.708117 -1.114683 0.018 -0.012 0.070
H 0.152708 5.075683 -1.626712 0.019 0.007 0.007
H -2.113284 5.989952 -1.996230 -0.008 0.012 -0.003
H -4.078429 4.501409 -1.856012 -0.019 0.001 -0.001
H -3.806063 2.135323 -1.307368 -0.014 -0.034 0.000
```
Positions in Å, forces in eV/Å.

* relative energy (zero: lowest compared OMol25 entry of this formula, charge and spin): 171.7 kJ/mol
* HOMO-LUMO gap: 0.2159 hartree
* total charge: +2
* spin multiplicity: 1
* lowest unoccupied orbital energy: -0.288 hartree
* HOMO energy: -13.72 eV